Below is a cluster of 2 separate species, C5H14 in total at a distorted geometry, with properties calculated with ωB97M-V/def2-TZVPD.

Structure (XYZ):
```
19
Properties=species:S:1:pos:R:3:forces:R:3:lowdin_charge:R:1
C 1.475 -0.162 1.376 0.3 -0.2 0.1 -0.1258
C 0.689 1.149 1.177 -0.4 -1.0 -0.5 -0.3006
C -0.089 1.622 2.418 0.1 0.2 -0.9 -0.1135
H 2.396 -0.199 0.805 0.3 0.3 -0.1 0.0590
H 1.734 -0.365 2.417 0.0 0.2 0.0 0.0646
H 0.941 -1.044 1.029 -0.4 0.0 0.1 0.0524
H -0.052 0.911 0.399 0.1 0.2 0.1 0.0824
H 1.328 1.906 0.717 0.0 0.1 0.4 0.0951
H -1.075 1.935 2.086 -0.2 0.2 0.2 0.0605
H 0.387 2.483 2.873 0.1 -0.1 0.4 0.0632
H -0.227 0.810 3.124 0.1 0.0 0.2 0.0647
C -1.193 -0.541 -2.683 -0.3 0.2 -0.3 -0.1759
C -0.731 -1.775 -1.898 0.7 0.9 -0.2 -0.1629
H -1.431 -0.792 -3.714 0.1 0.0 -0.2 0.0555
H -2.077 -0.029 -2.300 -0.1 -0.3 0.2 0.0572
H -0.411 0.223 -2.708 0.0 -0.1 0.0 0.0584
H 0.355 -1.768 -1.988 0.1 -0.4 0.1 0.0578
H -1.084 -2.726 -2.287 -0.3 0.1 0.2 0.0601
H -0.934 -1.635 -0.843 -0.2 -0.4 0.2 0.0477
```
Positions in Å, forces in eV/Å.

Energy relative to the best compared isomer or geometry (same formula, charge and spin) ... 9.5 kcal/mol
Charge ... 0
Electronic energy ... -5411.6389 eV
SMILES string ... CCC.CC
LUMO level ... 1.11 eV
Gap between HOMO and LUMO ... 0.451 Ha
HOMO level ... -11.163 eV

***

Below is a cluster of 2 separate species, C5H14 in total at a distorted geometry, with properties calculated with ωB97M-V/def2-TZVPD.

Structure (XYZ):
```
19
Properties=species:S:1:pos:R:3:forces:R:3:lowdin_charge:R:1
C -1.633 -0.252 1.643 0.9 -3.0 1.8 -0.1588
C -1.144 1.019 0.966 -0.4 -3.2 -1.2 -0.2998
C -1.455 0.963 -0.583 6.9 0.8 1.6 -0.0609
H -0.938 -0.510 2.549 -1.3 0.4 -1.5 0.0956
H -1.582 -1.156 0.982 1.0 0.8 0.0 0.0645
H -2.641 -0.557 1.987 -0.1 1.7 0.1 0.0627
H -1.544 1.866 1.328 -2.2 2.9 1.4 0.0434
H -0.146 1.138 1.382 0.7 -0.2 -1.3 0.0946
H -1.874 1.899 -0.803 0.0 1.3 -1.2 0.0412
H -0.331 0.668 -1.076 -3.4 1.4 0.7 0.1123
H -2.072 0.233 -0.893 -2.3 -2.7 -0.5 0.0117
C 2.258 -0.124 -1.363 -3.8 -0.2 0.2 -0.1602
C 1.615 -1.203 -0.448 1.4 1.0 0.2 -0.1498
H 3.111 -0.399 -1.899 1.0 -1.0 -1.1 0.0390
H 1.360 0.132 -2.012 1.7 0.2 0.1 0.0665
H 2.538 0.741 -0.842 0.2 1.4 1.0 0.0376
H 0.764 -0.786 0.174 1.4 -0.8 -0.5 0.0570
H 2.436 -1.749 0.044 -0.6 0.4 0.8 0.0666
H 1.276 -1.922 -1.134 -1.1 -1.1 -0.7 0.0369
```
Positions in Å, forces in eV/Å.

Energy relative to the best compared isomer or geometry (same formula, charge and spin) ... 51.1 kcal/mol
Charge ... 0
Electronic energy ... -5409.8316 eV
SMILES string ... CCC.CC
LUMO level ... 1.15 eV
Gap between HOMO and LUMO ... 0.435 Ha
HOMO level ... -10.694 eV

***

What is the HOMO level in the second record? -10.694 eV